Run a
Below is a structure of composition C31H36Br2Ge2N3O2Ru, with properties calculated with wB97M-V/def2-TZVPD.

The geometry in XYZ format:
```
77
Properties=species:S:1:pos:R:3:lowdin_spin:R:1
Ru 0.33 0.26 0.71 2.51
Br -2.86 -0.05 7.16 0.10
Br -2.87 3.75 3.07 0.07
Ge 0.16 1.40 -1.46 0.05
Ge -0.64 -1.42 -0.84 0.08
O -0.99 1.72 1.82 0.28
O 5.28 3.71 3.80 0.00
N 3.15 4.44 3.63 0.00
N 2.37 0.92 1.32 0.07
N -0.16 -0.70 2.69 0.04
C 0.62 -2.91 -0.54 0.03
C 4.93 1.61 2.07 0.01
C -0.45 0.37 -2.99 0.29
C -1.33 -1.79 -3.82 0.12
C -1.20 2.81 -1.15 0.03
C -1.37 -0.38 4.74 0.02
C -2.30 2.12 3.74 0.18
C -0.87 -1.61 5.22 0.03
C 3.85 2.38 2.49 0.00
C -2.27 0.47 5.49 0.23
C -3.29 -2.78 -0.41 0.01
C -1.82 -2.21 -6.16 0.01
C -1.78 -3.10 -3.52 0.08
C 2.04 2.65 -3.32 0.01
C -2.36 -1.68 0.10 0.04
C 1.92 2.19 -1.87 0.04
C -1.36 -1.38 -5.17 0.09
C 0.53 -4.15 -1.45 0.01
C -1.41 1.33 2.93 0.12
C -2.27 -3.50 -5.83 0.17
C 0.31 -1.85 3.16 0.03
C 3.42 0.19 0.90 0.02
C -2.25 -3.94 -4.51 0.02
C 2.59 1.99 2.09 0.02
C -0.85 -0.93 -2.76 0.11
C -0.97 0.03 3.48 0.06
C -2.72 1.68 4.98 -0.02
C 4.16 3.58 3.36 0.00
C 4.72 0.50 1.26 0.00
C -1.59 3.57 -2.42 0.00
C -0.01 -2.33 4.43 0.00
H -2.59 -4.93 -4.26 0.00
H 2.06 3.02 -1.17 0.00
H -2.07 2.91 -3.14 0.00
H -1.01 -0.39 -5.45 0.00
H 3.38 5.25 4.17 0.00
H 1.31 -4.86 -1.20 0.00
H -2.79 -3.76 -0.43 0.00
H 1.62 -2.49 -0.60 0.01
H -3.66 -2.57 -1.41 0.00
H 1.70 2.53 2.39 0.00
H -3.39 2.29 5.56 0.00
H 1.90 1.83 -4.02 0.00
H 5.92 1.90 2.39 0.00
H -1.76 -3.45 -2.50 0.00
H 0.40 -3.27 4.76 0.00
H -2.30 4.37 -2.19 0.00
H 3.20 -0.65 0.27 0.01
H -0.73 4.04 -2.90 0.00
H -0.51 0.80 -3.99 0.01
H -2.08 -1.87 1.14 0.00
H -2.06 2.33 -0.69 0.00
H -0.77 3.48 -0.39 0.00
H 2.27 4.43 3.16 0.00
H 5.54 -0.11 0.91 0.00
H 1.31 3.43 -3.57 0.00
H -2.87 -0.71 0.09 0.00
H 3.03 3.07 -3.51 0.00
H 0.65 -3.88 -2.50 0.00
H -1.84 -1.88 -7.19 0.00
H 2.68 1.44 -1.64 0.00
H 0.45 -3.21 0.50 0.00
H -0.43 -4.66 -1.35 0.00
H 0.97 -2.41 2.50 0.00
H -1.15 -1.96 6.20 0.00
H -2.63 -4.15 -6.61 0.01
H -4.16 -2.88 0.24 0.00
```

Calculated values
Charge: +2
Lowest unoccupied orbital energy (spin up / spin down) in eV: -5.8718 / -8.7474
Molecular weight in g/mol: 888.746
Multiplicity: 6
<S²>: 8.831

Run b
Below is a structure of composition C31H36Br2Ge2N3O2Ru, with properties calculated with wB97M-V/def2-TZVPD.

The geometry in XYZ format:
```
77
Properties=species:S:1:pos:R:3:lowdin_spin:R:1
Ru -0.67 -0.98 -0.02 2.21
Br -7.27 0.77 0.59 0.09
Br -2.67 4.57 -1.29 0.00
Ge -1.78 2.57 -0.56 0.04
Ge 1.25 0.51 -0.21 0.17
O 2.53 -6.48 -0.35 0.00
O -1.29 0.59 0.89 0.16
N 3.74 -4.61 0.06 0.00
N -2.60 -1.69 0.59 0.04
N 0.01 -2.64 -1.01 0.04
C 1.11 2.51 0.26 0.12
C 3.08 -0.76 1.91 0.01
C 1.68 -0.25 1.69 0.06
C 3.69 4.93 1.55 0.01
C -2.63 0.63 1.25 0.06
C -2.49 1.56 -3.28 0.01
C -5.36 -1.87 0.55 0.06
C -4.61 1.79 0.32 0.00
C -4.58 -2.99 0.42 0.00
C 1.06 -3.31 -0.49 0.03
C 2.46 4.41 1.21 0.10
C -1.52 1.31 -2.14 0.05
C -4.75 -0.61 0.72 0.02
C 2.68 -5.28 -0.43 0.00
C -0.07 -4.23 -2.79 0.00
C -0.07 3.14 0.29 0.31
C -2.72 0.82 2.79 0.03
C 2.37 3.12 0.67 0.12
C -3.26 1.77 0.51 0.26
C 4.78 2.93 0.80 0.02
C -0.54 -3.10 -2.14 0.03
C -3.19 -2.87 0.40 0.08
C -2.06 2.12 3.23 0.01
C 3.55 2.40 0.47 0.08
C 3.37 0.53 -2.48 0.02
C 4.85 4.20 1.35 0.16
C -3.35 -0.62 0.84 0.08
C 1.00 -4.92 -2.25 0.02
C 1.59 -4.45 -1.08 0.00
C -5.40 0.66 0.62 0.33
C 2.15 -0.20 -1.95 0.06
H 3.48 1.41 0.03 0.01
H -2.42 0.76 -4.02 0.00
H 3.19 1.59 -2.60 0.00
H 5.68 2.35 0.63 0.00
H 3.63 0.12 -3.45 0.00
H -2.54 -3.72 0.25 0.00
H 5.81 4.62 1.61 0.01
H -1.38 -2.53 -2.53 0.00
H 1.58 5.02 1.38 0.00
H -3.52 1.62 -2.93 0.00
H -2.07 2.18 4.32 0.00
H -0.55 -4.57 -3.69 0.00
H 1.37 -0.21 -2.71 0.00
H 3.32 -1.59 1.25 0.00
H 1.46 -2.92 0.45 0.01
H 1.38 -5.83 -2.71 0.00
H 3.81 0.03 1.77 0.00
H -0.49 1.42 -2.48 0.00
H 3.75 5.93 1.97 0.00
H -5.09 2.67 -0.10 0.00
H -1.03 2.16 2.89 0.00
H -1.63 0.27 -1.73 0.02
H -2.60 2.98 2.83 0.00
H -5.02 -3.97 0.28 0.00
H 4.49 -5.16 0.44 0.00
H 3.92 -3.64 -0.14 0.00
H -0.14 4.12 0.76 0.01
H 2.39 -1.24 -1.72 0.00
H 3.18 -1.11 2.94 0.00
H 0.93 -1.04 1.90 0.01
H 4.23 0.40 -1.82 0.00
H -2.21 -0.03 3.24 0.00
H -2.24 2.49 -3.77 0.00
H -6.44 -1.93 0.49 0.00
H -3.77 0.80 3.09 0.00
H 1.46 0.58 2.37 0.00
```

Calculated values
Charge: +2
Lowest unoccupied orbital energy (spin up / spin down) in eV: -6.1157 / -9.4210
Molecular weight in g/mol: 888.746
Multiplicity: 6
<S²>: 8.832

Quick one: most stable of them? run a

Run a
Below is the molecule C6H9NO2S, with properties calculated with wB97M-V/def2-TZVPD.

The geometry in XYZ format:
```
19
Properties=species:S:1:pos:R:3:mulliken_charge:R:1
S -1.15 -0.68 0.48 1.01
O 1.74 1.81 -0.80 -0.37
O -0.88 -0.80 1.90 -0.63
N -2.46 0.01 0.03 -0.67
C 0.49 0.07 -0.38 0.57
C 1.54 1.13 -2.00 -0.67
C 0.74 0.08 -1.73 -0.27
C 1.28 1.43 1.64 -1.12
C 1.14 1.17 0.16 0.15
C -1.49 -2.39 -0.02 -1.02
H -2.59 0.96 0.45 0.25
H -0.62 -3.02 0.09 0.38
H 1.95 1.65 -2.81 0.47
H -1.67 -2.62 -1.10 0.33
H 1.87 0.57 2.10 0.27
H 0.51 -0.79 -2.38 0.33
H 0.33 1.49 2.05 0.39
H -2.45 -2.58 0.51 0.31
H 1.71 2.49 1.83 0.29
```

Calculated values
Lowest unoccupied orbital energy in eV: 0.7982
Structure (SMILES): Cc1occc1[S@](C)(=N)=O
Molecular weight in g/mol: 159.210
Multiplicity: 1

Run b
Below is a cluster of 2 separate species, C6H9NO2S in total, with properties calculated with wB97M-V/def2-TZVPD.

The geometry in XYZ format:
```
19
Properties=species:S:1:pos:R:3:mulliken_charge:R:1
S 1.08 1.62 0.50 -0.17
O -2.20 2.52 -0.34 -0.52
O 1.88 -0.19 -1.29 -0.25
N 0.52 -0.36 -1.06 -0.23
C 2.47 0.83 -0.50 0.09
C 0.06 0.44 -0.23 0.09
C -2.74 -1.11 -0.04 -1.11
C -2.43 0.27 0.33 0.17
C 3.53 0.28 0.42 -1.09
C -2.30 1.34 -0.63 0.01
H -3.82 -1.26 0.04 0.36
H 3.95 1.08 1.03 0.36
H 2.88 1.60 -1.16 0.33
H -2.40 0.55 1.37 0.36
H -2.27 -1.82 0.64 0.31
H -2.44 -1.33 -1.06 0.33
H 3.11 -0.48 1.08 0.29
H -2.32 1.01 -1.69 0.32
H 4.33 -0.17 -0.17 0.33
```

Calculated values
Lowest unoccupied orbital energy in eV: -1.6562
Molecular weight in g/mol: 159.210
Multiplicity: 1

Quick one: most stable of them? run a

Run a
Below is the molecule C6H9NO2S, with properties calculated with wB97M-V/def2-TZVPD.

The geometry in XYZ format:
```
19
Properties=species:S:1:pos:R:3:mulliken_charge:R:1
S 4.79 -0.22 -0.17 0.04
O -2.00 0.68 0.66 -0.54
O 1.47 1.42 -0.30 -0.39
N 3.64 0.94 -0.33 -0.57
C 0.32 1.49 0.50 -0.79
C -0.90 0.94 -0.24 0.52
C 2.41 0.53 -0.02 0.53
C -0.41 -0.34 -0.93 -1.21
C 3.65 -1.33 0.50 -0.56
C 2.39 -0.82 0.48 -0.13
H -1.74 0.61 1.56 0.30
H 1.55 -1.40 0.76 0.34
H 0.49 0.89 1.54 0.29
H -0.35 -1.08 -0.14 0.22
H 0.56 -0.28 -1.40 0.38
H 0.33 2.49 0.95 0.41
H -1.30 1.70 -0.83 0.31
H 3.90 -2.25 0.84 0.48
H -1.00 -0.62 -1.77 0.38
```

Calculated values
Lowest unoccupied orbital energy in eV: 0.7425
Structure (SMILES): C[C@@H](O)COc1ccsn1
Molecular weight in g/mol: 159.210
Multiplicity: 1

Run b
Below is the molecule C6H9NO2S, with properties calculated with wB97M-V/def2-TZVPD.

The geometry in XYZ format:
```
19
Properties=species:S:1:pos:R:3:mulliken_charge:R:1
S 2.29 0.01 -0.56 -0.12
O -2.29 0.59 1.33 -0.61
O -1.77 1.44 -0.53 -0.59
N -1.55 0.73 0.40 0.98
C -1.39 -1.94 -1.08 -1.42
C -0.23 -1.10 -0.57 0.24
C -0.26 0.13 0.52 0.20
C 0.87 1.01 0.19 -0.30
C 1.05 -1.13 -1.07 -0.29
C 1.49 1.85 1.28 -1.21
H 1.91 1.05 2.04 0.29
H -0.26 -0.41 1.54 0.31
H -2.35 -1.98 -0.40 0.28
H 2.28 2.40 0.70 0.35
H 0.63 1.63 -0.69 0.46
H 1.41 -2.04 -1.60 0.28
H -1.02 -2.94 -1.25 0.41
H 0.89 2.47 1.83 0.39
H -1.68 -1.75 -2.07 0.35
```

Calculated values
Lowest unoccupied orbital energy in eV: 0.4201
Structure (SMILES): CC1=CS[C@H](C)[C@H]1[N+](=O)[O-]
Molecular weight in g/mol: 159.210
Multiplicity: 1

Quick one: most stable of them? run a

Run a
Below is a cluster of 4 separate species, C2H12NO3 in total, with properties calculated with wB97M-V/def2-TZVPD.

The geometry in XYZ format:
```
18
Properties=species:S:1:pos:R:3:mulliken_charge:R:1
O -1.25 2.82 0.40 -0.60
O 1.96 0.62 1.33 -0.64
O -1.58 -2.63 1.15 -0.65
N 0.43 -0.33 -0.78 0.07
C 1.35 -0.56 -1.94 -0.87
C -0.81 -0.16 -0.75 -0.21
H 1.05 -0.12 0.04 0.33
H -1.33 3.77 0.21 0.33
H 0.73 -1.04 -2.69 0.38
H 1.57 1.40 1.73 0.29
H 2.65 0.17 1.82 0.31
H -2.42 -2.53 1.62 0.34
H -0.52 2.84 1.03 0.29
H 1.87 0.31 -2.29 0.31
H -1.43 -0.11 -1.65 0.36
H 2.02 -1.32 -1.58 0.34
H -1.78 -3.25 0.43 0.33
H -1.39 -0.02 0.16 0.30
```

Calculated values
Charge: +1
Lowest unoccupied orbital energy in eV: -3.9390
Molecular weight in g/mol: 98.122
Multiplicity: 1

Run b
Below is a cluster of 4 separate species, C2H12NO3 in total, with properties calculated with wB97M-V/def2-TZVPD.

The geometry in XYZ format:
```
18
Properties=species:S:1:pos:R:3:mulliken_charge:R:1
O 2.04 0.97 0.54 -0.72
O 0.01 3.65 2.48 -0.67
O 1.41 -0.29 -1.84 -0.65
N -1.26 -1.47 -1.72 -0.37
C -1.45 -2.23 -0.47 -0.19
C -1.45 -1.79 0.81 -0.52
H -1.71 -2.75 1.40 0.23
H 2.30 -0.44 -2.12 0.31
H -1.94 -0.95 1.41 0.35
H -1.93 -1.92 -2.49 0.43
H -0.28 3.51 3.41 0.33
H 2.73 1.32 1.28 0.34
H -1.76 -3.20 -0.77 0.34
H -0.36 -1.45 -2.26 0.36
H 1.29 1.51 0.92 0.33
H -1.48 -0.51 -1.76 0.35
H 0.37 4.64 2.48 0.35
H 1.41 -0.04 -0.89 0.39
```

Calculated values
Charge: +1
Lowest unoccupied orbital energy in eV: -3.6505
Molecular weight in g/mol: 98.122
Multiplicity: 1

Run c
Below is a cluster of 4 separate species, C2H12NO3 in total, with properties calculated with wB97M-V/def2-TZVPD.

The geometry in XYZ format:
```
18
Properties=species:S:1:pos:R:3:mulliken_charge:R:1
O -0.68 -1.98 0.16 -0.66
O 1.49 -2.88 1.67 -0.67
O -1.97 3.07 -0.88 -0.63
N -0.83 0.60 0.01 -0.19
C 1.57 0.33 -0.64 -0.55
C 0.45 1.05 -0.54 -0.10
H -1.64 3.97 -0.79 0.31
H -1.51 1.22 -0.46 0.39
H 1.75 -0.51 0.00 0.17
H 2.33 -3.09 1.24 0.32
H 1.62 -3.31 2.53 0.31
H -2.87 3.18 -1.21 0.30
H 2.30 0.75 -1.31 0.26
H -0.99 0.85 0.99 0.34
H 0.13 -2.22 0.64 0.37
H -0.91 -0.47 -0.15 0.42
H 0.57 2.11 -0.76 0.29
H -0.83 -2.67 -0.50 0.33
```

Calculated values
Charge: +1
Lowest unoccupied orbital energy in eV: -2.7458
Molecular weight in g/mol: 98.122
Multiplicity: 1

Quick one: most stable of them? run c